No. 1
A 4-piece molecular cluster, C3H16NO4 overall at a distorted geometry. Source: the OMol25 dataset; level of theory: the ωB97M-V functional and the def2-TZVPD basis.

Values from the calculation:
Kohn-Sham gap = 0.426 hartree
HOMO = -14.275 eV
net charge = +1
spin multiplicity = 1

Atoms and positions in Å:
1 O -0.843884 0.343199 1.710207
2 C -0.056956 -0.752427 1.749114
3 C 1.270752 -0.339275 1.144858
4 N 1.242371 -0.294586 -0.341862
5 C 2.644389 -0.208568 -0.927873
6 H -0.724611 1.025856 2.505494
7 H -0.019370 -1.142098 2.824828
8 H -0.729167 -1.422305 1.181400
9 H 2.079982 -1.045717 1.593828
10 H 1.566879 0.713726 1.457624
11 H 0.837693 0.540906 -0.613070
12 H 0.610426 -1.092376 -0.737505
13 H 3.270750 0.753801 -0.732468
14 H 2.540073 -0.277413 -1.973106
15 H 3.178680 -0.976765 -0.573038
16 H -1.348899 -2.495959 -1.175663
17 H -1.596999 -0.955374 -1.321579
18 O -0.991220 -1.588697 -1.052303
19 H 0.051952 2.314802 -2.110940
20 H -1.217706 1.495659 -1.273736
21 O -0.177859 1.872365 -1.307069
22 H -2.264676 0.986336 0.480745
23 H -3.094616 1.232349 -0.644639
24 O -2.360299 0.649169 -0.387302

Atomic forces in eV per Å
-2.320 5.611 2.890
-0.161 -1.243 1.495
2.038 -0.874 1.664
2.267 -2.959 0.700
-1.111 3.412 -0.186
-0.043 -2.430 -2.495
0.644 0.232 -1.496
1.437 -0.569 0.017
-1.046 1.073 -1.472
-0.542 -1.359 -0.075
-2.016 2.598 -0.896
1.088 1.324 0.432
-1.820 -1.391 0.166
-0.084 -0.165 -1.301
1.963 -2.961 1.234
0.181 1.089 -0.053
-2.145 1.763 -0.692
1.899 -3.335 0.506
-0.277 0.391 -0.836
3.715 1.340 -0.116
-3.020 -1.695 1.051
1.125 -0.157 2.064
-0.237 -0.544 -0.648
-1.534 0.849 -1.953

No. 2
C3H16O5 as an isolated structure at a distorted geometry. Source: the OMol25 dataset; level of theory: the ωB97M-V functional and the def2-TZVPD basis.

Values from the calculation:
Kohn-Sham gap = 0.130 hartree
HOMO = -9.818 eV
spin multiplicity = 1

Atoms and positions in Å:
1 C 0.067524 -0.530108 2.171142
2 C -0.683666 -1.040701 0.924013
3 C -1.854497 -0.419713 0.129250
4 O -0.821825 2.660176 0.486277
5 H -0.546937 -0.462079 3.139328
6 H 0.925503 -1.224532 2.291135
7 H 0.491351 0.424147 1.949366
8 H -0.968042 -2.052446 1.274764
9 H -2.077664 -1.139114 -0.624896
10 H -2.735214 -0.222872 0.823697
11 H -1.444075 0.510260 -0.223168
12 H 0.089912 -1.019828 0.130394
13 H 1.692187 0.666166 -0.148007
14 H 1.802201 -0.872577 -0.348601
15 O 2.009938 -0.191651 0.231238
16 H -0.703399 -0.109790 -3.410820
17 H 1.447261 -2.540778 -2.122726
18 O 1.171302 -1.721029 -1.674119
19 H 0.289770 2.496245 -0.032688
20 H 0.087157 -1.159388 -2.296827
21 O -0.597141 -0.265409 -2.473442
22 H -0.534931 3.170987 1.243748
23 H 1.583718 2.875634 -1.012105
24 O 1.309568 2.168399 -0.426952

Atomic forces in eV per Å
-0.529 0.107 0.151
-0.475 -0.982 0.573
0.349 0.703 3.042
0.711 -0.080 -0.642
0.593 -0.413 -1.433
-0.411 0.407 0.376
0.238 0.709 0.221
-0.067 0.113 -0.722
-0.622 -0.051 -0.933
0.783 -0.400 -0.850
-0.463 0.307 -0.613
-0.466 -0.733 0.353
-0.064 -0.162 0.156
-0.401 -2.071 -2.216
1.786 2.556 1.976
0.008 -0.011 -0.479
0.038 0.277 0.194
-0.620 -0.544 -0.328
-0.585 -0.769 0.013
-0.634 1.744 0.136
1.065 -1.528 0.526
-0.177 0.338 0.654
0.289 0.180 -0.374
-0.344 0.300 0.217

No. 3
C3H17BeO6 as an isolated structure at a distorted geometry. Source: the OMol25 dataset; level of theory: the ωB97M-V functional and the def2-TZVPD basis.

Values from the calculation:
Kohn-Sham gap = 0.341 hartree
HOMO = -13.038 eV
net charge = +1
spin multiplicity = 1

Atoms and positions in Å:
1 Be -0.501806 -0.552136 0.910944
2 C -1.403244 0.724469 -1.810296
3 C 0.135669 0.744225 -1.481456
4 C 0.684484 2.097187 -1.197971
5 O 0.330318 -0.007313 -0.205517
6 H -1.495973 1.384316 -2.621418
7 H -2.034584 1.293997 -1.163303
8 H -1.825774 -0.223056 -2.100306
9 H 0.664325 0.268344 -2.248190
10 H 0.262917 2.484262 -0.273770
11 H 0.422929 2.831102 -1.984339
12 H 1.727500 2.234839 -1.127741
13 O 3.054052 0.052901 -0.063596
14 H 3.354482 0.752094 -0.630182
15 H 2.087546 0.074213 -0.107016
16 O -1.782832 -1.598598 0.685549
17 H -2.233205 -1.983384 1.458948
18 H -2.249982 -1.940801 -0.089668
19 O -1.445060 1.080265 1.490644
20 H -1.146583 1.820628 0.949381
21 H -1.433103 1.440441 2.416120
22 O 0.492913 -0.731351 2.170148
23 H 1.180249 -1.423604 2.098071
24 H 0.334275 -0.395204 3.078012
25 O 0.781779 -3.126804 0.515911
26 H 0.364276 -3.978933 0.790011
27 H 1.674431 -3.322098 0.541030

Atomic forces in eV per Å
0.373 1.454 -1.610
1.937 0.743 -0.167
-2.383 -1.146 3.444
-1.478 1.884 -0.947
-0.234 0.068 -1.495
-0.116 0.544 -1.937
-0.297 -0.182 1.422
0.063 -0.416 0.147
0.801 -0.946 -1.119
-0.067 0.130 0.160
-0.210 -0.358 0.183
1.329 -0.587 0.245
0.236 -0.552 0.523
0.336 0.405 -0.338
-0.402 -0.053 -0.033
-0.559 -0.491 0.971
0.180 0.194 -0.312
0.439 0.347 -0.196
-0.044 0.040 1.725
0.160 -0.093 -0.286
-0.195 -0.462 -1.183
-0.287 -0.293 1.238
-0.308 0.329 0.218
0.572 -0.595 -0.768
-3.378 -0.415 0.731
0.382 0.976 -0.362
3.151 -0.524 -0.253